Entry 1:
C7H13N in the gas phase in a non-equilibrium geometry, computed with wB97M-V/def2-TZVPD.

Summary:
**2S+1**: 1
**SMILES string**: C/N=C/C(C)=C(C)C
**Relative energy (zero: lowest compared OMol25 entry of this formula, charge and spin)**: 156.2 kJ/mol
**Frontier orbital gap**: 8.980 eV
**HOMO level**: -8.088 eV
**Lowest unoccupied orbital energy**: 0.89 eV
**Strongest force on any atom**: 1.7 eV Å⁻¹

Last column: natural (NBO) charge in e.
Element x y z (Å)
C: -2.76 -0.14 1.54  -0.447
C: 1.62 1.59 0.55  -0.637
C: -0.33 -0.87 -1.72  -0.641
C: 2.02 -1.18 -0.80  -0.656
C: 0.55 0.67 0.06  -0.111
C: 0.72 -0.42 -0.73  0.115
C: -0.80 0.79 0.66  0.094
N: -1.43 -0.30 0.99  -0.402
H: -1.19 1.80 0.84  0.147
H: -3.35 0.61 1.00  0.181
H: -2.72 0.13 2.60  0.200
H: -3.30 -1.09 1.46  0.202
H: 1.22 2.34 1.24  0.215
H: 2.03 2.13 -0.31  0.218
H: 2.43 1.07 1.05  0.221
H: -0.75 -1.84 -1.45  0.221
H: -1.13 -0.14 -1.82  0.218
H: 1.80 -2.25 -0.80  0.224
H: 0.13 -0.95 -2.71  0.209
H: 2.58 -0.95 -1.71  0.216
H: 2.65 -0.99 0.07  0.214

***

Entry 2:
C7H13N in the gas phase in a non-equilibrium geometry, computed with wB97M-V/def2-TZVPD.

Summary:
**2S+1**: 1
**Relative energy (zero: lowest compared OMol25 entry of this formula, charge and spin)**: 682.8 kJ/mol
**Frontier orbital gap**: 3.104 eV
**HOMO level**: -6.065 eV
**Lowest unoccupied orbital energy**: -2.96 eV
**Strongest force on any atom**: 4.9 eV Å⁻¹

Last column: natural (NBO) charge in e.
Element x y z (Å)
C: 0.72 1.58 1.87  -0.276
C: -0.23 0.88 0.92  -0.370
C: 0.28 -0.24 -0.03  -0.301
C: -0.76 -0.67 -0.94  0.030
C: -1.30 -1.94 -1.12  -0.298
C: -2.32 -2.58 -1.74  -0.262
C: 1.67 0.12 -0.60  -0.606
N: 1.65 2.45 1.21  -0.674
H: 0.11 2.18 2.56  0.175
H: 1.25 0.84 2.50  0.192
H: -0.99 0.35 1.54  0.202
H: -0.79 1.62 0.31  0.206
H: -1.45 0.13 -1.23  0.191
H: -0.64 -2.72 -0.57  0.195
H: -3.13 -2.16 -2.33  0.192
H: -2.58 -3.65 -1.68  0.209
H: 0.50 -1.09 0.63  0.204
H: 2.15 -0.77 -1.02  0.202
H: 2.34 0.56 0.15  0.258
H: 1.57 0.98 -1.27  0.220
H: 1.73 3.28 1.78  0.309

***

Entry 3:
C7H13N in the gas phase in a non-equilibrium geometry, computed with wB97M-V/def2-TZVPD.

Summary:
**2S+1**: 1
**SMILES string**: [H]/N=C/C(C)(C)CC=C
**Relative energy (zero: lowest compared OMol25 entry of this formula, charge and spin)**: 154.7 kJ/mol
**Frontier orbital gap**: 10.447 eV
**HOMO level**: -9.533 eV
**Lowest unoccupied orbital energy**: 0.91 eV
**Strongest force on any atom**: 3.4 eV Å⁻¹

Last column: natural (NBO) charge in e.
Element x y z (Å)
C: 0.20 -0.01 -0.46  -0.089
C: 0.57 0.42 0.93  -0.436
C: -0.77 0.92 -1.18  -0.615
C: -0.22 -1.47 -0.60  -0.620
C: -0.67 0.60 1.95  -0.161
C: 1.68 0.17 -1.22  0.156
C: -1.84 -0.03 2.06  -0.415
N: 2.53 -0.80 -1.26  -0.640
H: 3.35 -0.55 -1.82  0.341
H: 1.26 -0.28 1.41  0.235
H: 1.03 1.41 0.92  0.212
H: -0.43 1.30 2.75  0.189
H: 1.93 1.14 -1.69  0.153
H: -0.51 1.97 -1.01  0.209
H: -0.73 0.74 -2.26  0.212
H: -1.80 0.77 -0.87  0.222
H: -0.37 -1.77 -1.64  0.216
H: 0.57 -2.14 -0.21  0.233
H: -1.13 -1.75 -0.06  0.208
H: -2.20 -0.75 1.33  0.187
H: -2.47 0.11 2.93  0.203

***

Entry 4:
C7H13N in the gas phase in a non-equilibrium geometry, computed with wB97M-V/def2-TZVPD.

Summary:
**2S+1**: 1
**SMILES string**: C[C@@H]1C[C@@H]2C[C@H]2N1C
**Relative energy (zero: lowest compared OMol25 entry of this formula, charge and spin)**: 493.8 kJ/mol
**Frontier orbital gap**: 9.017 eV
**HOMO level**: -7.917 eV
**Lowest unoccupied orbital energy**: 1.10 eV
**Strongest force on any atom**: 3.7 eV Å⁻¹

Last column: natural (NBO) charge in e.
Element x y z (Å)
C: -2.17 -0.74 0.22  -0.626
C: -0.75 -0.68 -0.44  -0.003
C: 0.63 -1.59 0.04  -0.385
C: 1.76 -0.61 -0.44  -0.266
C: 2.53 0.52 0.15  -0.355
C: 1.03 0.61 0.17  -0.061
C: -1.04 1.81 -0.12  -0.400
H: -2.15 -0.29 1.17  0.199
H: -2.82 -0.20 -0.37  0.211
H: -2.43 -1.71 0.38  0.215
H: -0.90 -1.19 -1.47  0.173
H: 0.75 -1.62 1.12  0.196
H: 0.64 -2.65 -0.32  0.209
H: 1.85 -0.49 -1.54  0.203
H: 3.17 1.10 -0.52  0.230
H: 2.74 0.41 1.26  0.218
H: 0.94 0.26 1.19  0.129
H: -1.38 1.68 0.88  0.164
H: -0.39 2.71 0.01  0.208
H: -1.79 1.98 -0.83  0.198
N: -0.20 0.71 -0.52  -0.457